{"formula": "C54H60FeN6O2SSiTe", "method": "ωB97M-V/def2-TZVPD", "spin_multiplicity": 2, "homo_energy_ha": [-0.17360, -0.17051], "s2": 0.7712, "gap_ev": [7.0, 6.9], "e_tot_ev": -130406.206, "mol_weight_g_mol": 1068.71, "total_charge": -1, "species": ["Fe", "C", "C", "N", "N", "C", "N", "S", "C", "C", "C", "C", "C", "N", "H", "H", "H", "H", "H", "H", "H", "H", "H", "C", "C", "C", "C", "C", "C", "Te", "N", "C", "O", "C", "C", "C", "C", "C", "C", "C", "C", "C", "C", "C", "C", "C", "C", "C", "C", "C", "C", "H", "H", "H", "H", "H", "H", "H", "H", "H", "H", "H", "H", "H", "H", "H", "H", "H", "H", "H", "H", "H", "H", "H", "H", "H", "H", "H", "C", "C", "C", "C", "Si", "O", "C", "C", "C", "C", "C", "C", "C", "C", "C", "C", "C", "C", "H", "H", "H", "H", "H", "H", "H", "H", "H", "H", "H", "H", "H", "H", "H", "H", "H", "H", "H", "C", "C", "C", "N", "C", "C", "H", "H", "H", "H", "H"], "positions_angstrom": [[0.510, -1.004, 0.460], [0.921, 2.946, 2.006], [1.018, 1.633, 1.302], [0.227, 0.645, 1.484], [-0.870, 0.836, 2.281], [-1.463, -0.295, 2.581], [-2.583, -0.177, 3.365], [-0.923, -1.867, 2.153], [2.079, 1.375, 0.321], [3.141, 2.252, 0.153], [4.121, 1.959, -0.781], [3.990, 0.808, -1.528], [2.897, -0.013, -1.300], [1.953, 0.246, -0.405], [-0.010, 2.991, 2.561], [0.960, 3.775, 1.296], [1.754, 3.052, 2.707], [-3.008, 0.737, 3.362], [-3.208, -0.964, 3.346], [3.206, 3.140, 0.765], [4.970, 2.618, -0.913], [4.726, 0.519, -2.265], [2.782, -0.916, -1.876], [-6.362, 7.091, -0.955], [-5.405, 5.934, -0.849], [-4.274, 5.858, -1.646], [-3.382, 4.791, -1.563], [-2.175, 4.814, -2.462], [-3.631, 3.740, -0.662], [-2.356, 2.028, -0.546], [-0.940, -0.409, -0.704], [-1.062, -1.156, -1.796], [-0.288, -1.115, -2.772], [-2.227, -2.119, -1.823], [-3.204, -2.091, -0.833], [-4.265, -2.985, -0.881], [-4.350, -3.911, -1.912], [-3.374, -3.940, -2.900], [-2.318, -3.041, -2.858], [-2.652, 1.521, -2.582], [-1.579, 1.507, -3.481], [-0.158, 1.863, -3.126], [-1.810, 1.120, -4.802], [-3.058, 0.735, -5.249], [-3.278, 0.293, -6.670], [-4.108, 0.744, -4.339], [-3.931, 1.121, -3.016], [-5.141, 1.101, -2.119], [-4.763, 3.821, 0.169], [-5.132, 2.779, 1.198], [-5.624, 4.909, 0.060], [-5.973, 7.864, -1.617], [-6.546, 7.544, 0.021], [-7.328, 6.769, -1.350], [-4.067, 6.658, -2.351], [-1.940, 5.838, -2.758], [-2.348, 4.228, -3.367], [-1.304, 4.381, -1.969], [-3.115, -1.368, -0.032], [-5.025, -2.962, -0.108], [-5.177, -4.611, -1.947], [-3.440, -4.661, -3.707], [-1.548, -3.028, -3.620], [-0.031, 2.082, -2.069], [0.167, 2.733, -3.705], [0.487, 1.017, -3.366], [-0.966, 1.093, -5.486], [-2.340, 0.275, -7.226], [-3.966, 0.962, -7.193], [-3.709, -0.710, -6.705], [-5.095, 0.425, -4.663], [-5.843, 0.337, -2.455], [-5.651, 2.069, -2.135], [-4.874, 0.892, -1.084], [-4.326, 2.082, 1.408], [-5.987, 2.189, 0.854], [-5.423, 3.263, 2.133], [-6.493, 4.954, 0.711], [4.887, -3.756, 3.833], [3.644, -3.550, 2.967], [2.399, -3.987, 3.749], [3.759, -4.431, 1.718], [3.341, -1.732, 2.458], [2.115, -1.636, 1.481], [4.920, -1.061, 1.609], [5.368, -1.665, 0.427], [6.506, -1.230, -0.238], [7.227, -0.149, 0.253], [6.790, 0.490, 1.404], [5.655, 0.035, 2.069], [3.142, -0.731, 4.060], [4.148, -0.530, 5.013], [3.923, 0.219, 6.161], [2.675, 0.789, 6.386], [1.658, 0.595, 5.461], [1.894, -0.160, 4.317], [5.055, -4.827, 4.007], [4.782, -3.283, 4.812], [5.787, -3.355, 3.357], [2.478, -5.045, 4.031], [1.492, -3.856, 3.153], [2.271, -3.403, 4.665], [3.689, -5.490, 1.998], [4.719, -4.293, 1.215], [2.962, -4.217, 1.003], [4.800, -2.486, 0.003], [6.825, -1.729, -1.147], [8.118, 0.193, -0.260], [7.334, 1.345, 1.790], [5.332, 0.556, 2.963], [5.136, -0.951, 4.854], [4.722, 0.361, 6.879], [2.498, 1.375, 7.280], [0.676, 1.022, 5.626], [1.088, -0.331, 3.616], [1.382, -5.523, -1.350], [0.580, -5.324, -0.242], [0.266, -4.028, 0.136], [0.699, -2.948, -0.520], [1.427, -3.156, -1.617], [1.806, -4.413, -2.059], [1.659, -6.522, -1.664], [0.195, -6.151, 0.339], [-0.364, -3.855, 0.994], [1.646, -2.281, -2.205], [2.406, -4.504, -2.954]], "forces_ev_per_angstrom": [[0.1, -0.1, 0.3], [0.0, 0.0, 0.0], [0.1, 0.0, 0.0], [-0.3, -0.1, -0.1], [0.1, -0.1, 0.1], [0.0, 0.0, 0.1], [0.0, 0.0, 0.0], [-0.2, 0.1, -0.2], [-0.1, 0.0, 0.0], [0.1, 0.0, 0.0], [0.0, 0.1, 0.1], [0.0, -0.1, -0.1], [-0.1, 0.0, -0.1], [0.0, -0.1, 0.0], [0.0, 0.0, 0.0], [0.0, 0.0, 0.0], [0.0, 0.0, 0.0], [0.0, 0.0, 0.0], [0.0, 0.0, 0.0], [0.0, 0.0, 0.0], [0.0, 0.0, 0.0], [0.0, 0.0, 0.0], [0.0, 0.0, 0.0], [0.0, 0.0, 0.0], [0.0, 0.0, 0.0], [0.0, 0.0, 0.0], [0.0, 0.0, 0.0], [0.0, 0.0, 0.0], [-0.3, 0.2, 0.0], [0.2, -0.1, 0.1], [0.5, -0.3, 0.0], [0.1, 0.1, -0.2], [-0.1, -0.2, 0.0], [-0.1, 0.1, 0.0], [0.0, 0.0, 0.0], [0.0, 0.0, 0.0], [0.0, 0.0, 0.0], [0.0, 0.0, 0.0], [0.0, 0.0, 0.0], [0.0, -0.1, -0.1], [0.0, 0.0, 0.0], [0.0, 0.1, 0.0], [0.0, 0.0, 0.0], [0.0, 0.0, 0.0], [0.0, 0.0, 0.0], [0.0, 0.0, 0.0], [0.0, 0.1, 0.0], [0.0, 0.0, 0.0], [0.0, 0.1, 0.0], [0.0, -0.1, 0.0], [0.0, 0.0, 0.0], [0.0, 0.0, 0.0], [0.0, 0.0, 0.0], [0.0, 0.0, 0.0], [0.0, 0.0, 0.0], [0.0, 0.0, 0.0], [0.0, 0.0, 0.0], [0.0, 0.0, 0.0], [0.0, 0.0, 0.0], [0.0, 0.0, 0.0], [0.0, 0.0, 0.0], [0.0, 0.0, 0.0], [0.0, 0.0, 0.0], [0.0, 0.0, 0.0], [0.0, 0.0, 0.0], [0.0, 0.0, 0.0], [0.0, 0.0, 0.0], [0.0, 0.0, 0.0], [0.0, 0.0, 0.0], [0.0, 0.0, 0.0], [0.0, 0.0, 0.0], [0.0, 0.0, 0.0], [0.0, 0.0, 0.0], [0.0, 0.0, 0.0], [0.0, 0.0, 0.0], [0.0, 0.0, 0.0], [0.0, 0.0, 0.0], [0.0, 0.0, 0.0], [0.0, 0.0, 0.0], [0.0, 0.0, 0.0], [0.0, 0.0, 0.0], [0.0, 0.0, 0.0], [0.2, 0.0, -0.1], [-0.3, 0.1, 0.0], [0.0, -0.1, 0.1], [0.0, 0.0, 0.0], [0.0, 0.0, 0.0], [0.0, 0.0, 0.0], [0.0, 0.0, 0.0], [0.0, 0.0, 0.0], [0.0, 0.0, 0.0], [0.0, 0.0, 0.0], [0.0, 0.0, 0.0], [0.0, 0.0, 0.0], [0.0, 0.0, 0.0], [0.0, 0.0, 0.0], [0.0, 0.0, 0.0], [0.0, 0.0, 0.0], [0.0, 0.0, 0.0], [0.0, 0.0, 0.0], [0.0, 0.0, 0.0], [0.0, 0.0, 0.0], [0.0, 0.0, 0.0], [0.0, 0.0, 0.0], [0.0, 0.0, 0.0], [0.0, 0.0, 0.0], [0.0, 0.0, 0.0], [0.0, 0.0, 0.0], [0.0, 0.0, 0.0], [0.0, 0.0, 0.0], [0.0, 0.0, 0.0], [0.0, 0.0, 0.0], [0.0, 0.0, 0.0], [0.0, 0.0, 0.0], [0.0, 0.0, 0.0], [0.0, 0.0, 0.0], [-0.1, 0.0, 0.0], [0.1, 0.0, 0.0], [0.1, 0.1, 0.2], [-0.1, 0.0, -0.1], [0.0, 0.0, 0.0], [0.0, 0.0, 0.0], [0.0, 0.0, 0.0], [0.0, 0.0, 0.0], [0.0, 0.0, 0.0], [0.0, 0.0, 0.0]]}